No. 1
{"formula": "C3H9NO2", "method": "ωB97M-V/def2-TZVPD", "symbols": ["C", "N", "C", "C", "O", "H", "H", "H", "H", "H", "H", "H", "O", "H", "H"], "positions_angstrom": [[-0.16, 1.03, -1.86], [0.20, 0.26, -0.70], [-0.91, -0.52, -0.06], [1.44, 0.31, -0.13], [1.75, -0.56, 0.70], [0.67, 1.63, -2.27], [-0.92, 1.72, -1.46], [-0.61, 0.44, -2.68], [-1.73, -0.66, -0.78], [-1.30, 0.00, 0.83], [-0.53, -1.51, 0.24], [2.15, 1.10, -0.49], [-0.28, -0.82, 2.74], [-0.42, -1.46, 3.47], [0.65, -0.96, 2.46]], "homo_ha": -0.3381, "smiles": "CN(C)C=O.O", "relative_energy_kcal_mol": 27.51, "homo_lumo_gap_ev": 10.1, "multiplicity": 1, "energy_ev": -8841.7623}

No. 2
{"formula": "C21H14N2O7Pd", "method": "ωB97M-V/def2-TZVPD", "symbols": ["Pd", "O", "C", "C", "C", "C", "C", "C", "C", "N", "C", "C", "N", "C", "C", "C", "C", "C", "C", "C", "O", "H", "H", "H", "H", "H", "H", "H", "H", "H", "H", "H", "H", "H", "H", "O", "C", "C", "O", "C", "C", "O", "C", "O", "O"], "positions_angstrom": [[0.08, -0.10, 0.05], [0.19, 0.59, 2.04], [-0.79, 0.89, 2.76], [-0.50, 1.42, 4.07], [-1.48, 1.80, 4.93], [-2.82, 1.68, 4.53], [-3.15, 1.20, 3.26], [-2.20, 0.78, 2.36], [-2.73, 0.27, 1.08], [-2.12, -0.50, 0.29], [-2.73, -0.92, -0.97], [-1.82, -0.51, -2.14], [-0.47, -0.93, -1.80], [0.07, -1.96, -2.33], [1.24, -2.62, -1.81], [2.01, -3.40, -2.69], [3.14, -4.06, -2.28], [3.51, -3.97, -0.93], [2.75, -3.26, -0.03], [1.58, -2.57, -0.41], [0.83, -2.03, 0.50], [0.55, 1.50, 4.32], [-1.23, 2.19, 5.90], [-3.61, 1.97, 5.21], [-4.19, 1.13, 2.97], [-3.76, 0.57, 0.85], [-2.79, -2.01, -0.95], [-3.73, -0.50, -1.10], [-2.17, -0.97, -3.07], [-1.84, 0.57, -2.24], [-0.38, -2.38, -3.24], [1.70, -3.44, -3.73], [3.73, -4.64, -2.98], [4.41, -4.46, -0.59], [3.03, -3.20, 1.02], [2.43, 5.38, -2.13], [2.02, 4.33, -1.72], [0.57, 4.00, -1.41], [-0.37, 4.75, -1.55], [0.54, 2.59, -0.93], [1.88, 2.01, -0.95], [2.15, 0.85, -0.66], [2.86, 3.07, -1.43], [4.05, 2.95, -1.53], [-0.45, 1.94, -0.57]], "homo_ha": [-0.2719, -0.2780], "homo_lumo_gap_ev": [6.7, 4.1], "multiplicity": 5, "energy_ev": -42792.3563}

No. 3
{"formula": "CH12NO5", "method": "ωB97M-V/def2-TZVPD", "symbols": ["N", "C", "O", "H", "H", "H", "H", "H", "H", "O", "H", "H", "O", "H", "H", "O", "H", "H", "O"], "positions_angstrom": [[-1.96, -0.16, -0.03], [-1.19, -1.41, 0.11], [0.18, -1.17, 0.22], [-1.49, 0.73, 0.17], [-2.79, -0.25, 0.62], [-1.37, -1.98, 1.09], [-1.35, -2.07, -0.80], [1.02, -1.18, 1.79], [2.52, -0.90, 1.48], [1.99, -1.60, 1.88], [0.95, 0.49, 0.72], [0.92, 2.01, 0.91], [1.37, 1.28, 1.10], [0.54, -0.38, -1.00], [1.39, 0.95, -0.77], [1.03, 0.37, -1.48], [-0.74, 1.87, -2.01], [-2.37, 1.58, -1.73], [-1.62, 2.20, -1.84]], "homo_ha": -0.1535, "relative_energy_kcal_mol": 38.02, "homo_lumo_gap_ev": 8.0, "multiplicity": 1, "total_charge": -1, "energy_ev": -12959.3154}

The highest multiplicity belongs to which entry?
C21H14N2O7Pd

Copy entry 1 word for word.
{"formula": "C3H9NO2", "method": "ωB97M-V/def2-TZVPD", "symbols": ["C", "N", "C", "C", "O", "H", "H", "H", "H", "H", "H", "H", "O", "H", "H"], "positions_angstrom": [[-0.16, 1.03, -1.86], [0.20, 0.26, -0.70], [-0.91, -0.52, -0.06], [1.44, 0.31, -0.13], [1.75, -0.56, 0.70], [0.67, 1.63, -2.27], [-0.92, 1.72, -1.46], [-0.61, 0.44, -2.68], [-1.73, -0.66, -0.78], [-1.30, 0.00, 0.83], [-0.53, -1.51, 0.24], [2.15, 1.10, -0.49], [-0.28, -0.82, 2.74], [-0.42, -1.46, 3.47], [0.65, -0.96, 2.46]], "homo_ha": -0.3381, "smiles": "CN(C)C=O.O", "relative_energy_kcal_mol": 27.51, "homo_lumo_gap_ev": 10.1, "multiplicity": 1, "energy_ev": -8841.7623}

Copy entry 2 word for word.
{"formula": "C21H14N2O7Pd", "method": "ωB97M-V/def2-TZVPD", "symbols": ["Pd", "O", "C", "C", "C", "C", "C", "C", "C", "N", "C", "C", "N", "C", "C", "C", "C", "C", "C", "C", "O", "H", "H", "H", "H", "H", "H", "H", "H", "H", "H", "H", "H", "H", "H", "O", "C", "C", "O", "C", "C", "O", "C", "O", "O"], "positions_angstrom": [[0.08, -0.10, 0.05], [0.19, 0.59, 2.04], [-0.79, 0.89, 2.76], [-0.50, 1.42, 4.07], [-1.48, 1.80, 4.93], [-2.82, 1.68, 4.53], [-3.15, 1.20, 3.26], [-2.20, 0.78, 2.36], [-2.73, 0.27, 1.08], [-2.12, -0.50, 0.29], [-2.73, -0.92, -0.97], [-1.82, -0.51, -2.14], [-0.47, -0.93, -1.80], [0.07, -1.96, -2.33], [1.24, -2.62, -1.81], [2.01, -3.40, -2.69], [3.14, -4.06, -2.28], [3.51, -3.97, -0.93], [2.75, -3.26, -0.03], [1.58, -2.57, -0.41], [0.83, -2.03, 0.50], [0.55, 1.50, 4.32], [-1.23, 2.19, 5.90], [-3.61, 1.97, 5.21], [-4.19, 1.13, 2.97], [-3.76, 0.57, 0.85], [-2.79, -2.01, -0.95], [-3.73, -0.50, -1.10], [-2.17, -0.97, -3.07], [-1.84, 0.57, -2.24], [-0.38, -2.38, -3.24], [1.70, -3.44, -3.73], [3.73, -4.64, -2.98], [4.41, -4.46, -0.59], [3.03, -3.20, 1.02], [2.43, 5.38, -2.13], [2.02, 4.33, -1.72], [0.57, 4.00, -1.41], [-0.37, 4.75, -1.55], [0.54, 2.59, -0.93], [1.88, 2.01, -0.95], [2.15, 0.85, -0.66], [2.86, 3.07, -1.43], [4.05, 2.95, -1.53], [-0.45, 1.94, -0.57]], "homo_ha": [-0.2719, -0.2780], "homo_lumo_gap_ev": [6.7, 4.1], "multiplicity": 5, "energy_ev": -42792.3563}